Record 1
Entry from the OMol25 dataset: a 2-piece molecular cluster, C4H9NO3 overall (ωB97M-V/def2-TZVPD).

Values from the calculation:
Lowest unoccupied orbital energy in eV: 0.40
Relative energy (zero: lowest compared OMol25 entry of this formula, charge and spin) in eV: 3.059
SMILES string: C=C(C)C(=O)O.NO
Gap between HOMO and LUMO in eV: 9.659

The geometry in XYZ format:
```
17
Properties=species:S:1:pos:R:3:nbo_charge:R:1
C -0.02646 -0.65142 -1.78078 -0.6408
C 0.80488 -0.72422 -0.54218 -0.1338
C 2.14434 -0.64160 -0.53185 -0.3067
H -0.61925 2.09258 0.17638 0.3219
H -0.98718 -0.16405 -1.58154 0.2214
H -0.22147 -1.65317 -2.17447 0.2347
H 0.47343 -0.06301 -2.55798 0.2274
H 2.71025 -0.55265 -1.45382 0.2018
H 2.71197 -0.67797 0.39468 0.2165
N -1.49538 2.30850 0.65384 -0.5149
C 0.11686 -0.81532 0.75643 0.7749
O -1.22266 2.03148 2.05725 -0.6114
O -0.90152 -1.68521 0.71633 -0.6652
O 0.38282 -0.16460 1.75351 -0.6292
H -0.42179 1.45714 2.07658 0.4769
H -1.27527 -1.68001 1.62213 0.5034
H -2.17358 1.58353 0.41551 0.3231
```



Record 2
Entry from the OMol25 dataset: a 2-piece molecular cluster, C2H10N2O overall (ωB97M-V/def2-TZVPD).

Values from the calculation:
Lowest unoccupied orbital energy in eV: 0.82
Relative energy (zero: lowest compared OMol25 entry of this formula, charge and spin) in eV: 0.912
SMILES string: NCN.CO
Gap between HOMO and LUMO in eV: 9.635

The geometry in XYZ format:
```
15
Properties=species:S:1:pos:R:3:nbo_charge:R:1
C -2.35829 0.20921 -0.49305 -0.2485
O -1.15569 0.04706 -1.24569 -0.7378
H -1.98729 0.35860 0.51875 0.1804
H -3.02646 -0.64983 -0.55991 0.1676
H -2.90028 1.09608 -0.82916 0.1693
H -1.31834 0.01171 -2.18831 0.4710
N 1.74140 0.90756 -0.03340 -0.8629
C 1.34395 0.10932 1.09274 -0.0506
N 0.75405 -1.19978 0.78766 -0.8546
H 1.00118 0.92193 -0.73458 0.3755
H 2.63795 0.75980 -0.48970 0.3594
H 0.52790 0.70204 1.54140 0.1495
H 2.17967 -0.01445 1.77766 0.1781
H 1.01084 -1.89191 1.47448 0.3510
H -0.25038 -1.18241 0.77559 0.3526
```



Record 3
Entry from the OMol25 dataset: a single C17H17FN6 molecule (ωB97M-V/def2-TZVPD).

Values from the calculation:
Lowest unoccupied orbital energy in eV: 0.69
SMILES string: C#CCNc1nc(C(C)C)nc2c1nnn2Cc1ccccc1F
Gap between HOMO and LUMO in eV: 9.423

The geometry in XYZ format:
```
41
Properties=species:S:1:pos:R:3:nbo_charge:R:1
C 2.17449 -3.83267 4.68048 -0.2097
C 1.19922 -3.46673 4.09155 -0.0338
C 0.04169 -3.05664 3.31395 -0.3145
N 0.26054 -3.26413 1.89892 -0.5390
C 0.47302 -2.28342 1.01188 0.4491
N 0.82495 -2.63636 -0.22507 -0.5409
C 1.02305 -1.71587 -1.16614 0.4778
N 0.91011 -0.40373 -1.03053 -0.5372
C 0.55098 -0.04027 0.19539 0.3443
N 0.34084 1.19520 0.70511 -0.1843
N -0.01268 1.08485 1.99490 -0.0308
N -0.03223 -0.13598 2.34962 -0.2377
C 0.31039 -0.90656 1.28200 -0.0649
C 0.38108 2.45238 0.01361 -0.2408
C -0.98795 2.82638 -0.50115 -0.1185
C -1.18702 3.19881 -1.82319 0.4083
C -2.43602 3.53282 -2.31371 -0.2775
C -3.52416 3.49034 -1.46062 -0.1883
C -3.35270 3.12179 -0.13632 -0.2223
C -2.09508 2.79462 0.33777 -0.1790
H -1.95615 2.50400 1.36926 0.2333
H -4.20087 3.09004 0.53009 0.2178
H -4.50479 3.74585 -1.83158 0.2181
H -2.53907 3.81625 -3.34917 0.2307
F -0.12974 3.24944 -2.66238 -0.3259
H 0.73531 3.21187 0.71803 0.2364
H 1.08541 2.35378 -0.81566 0.2527
C 1.42926 -2.22732 -2.51964 -0.2631
C 2.85037 -1.75596 -2.83159 -0.5942
H 3.16012 -2.12045 -3.80826 0.2076
H 3.54808 -2.12640 -2.08368 0.2092
H 2.88350 -0.66949 -2.83276 0.2160
C 0.45029 -1.72531 -3.58010 -0.5964
H -0.55516 -2.08489 -3.37227 0.2083
H 0.75012 -2.07788 -4.56420 0.2064
H 0.43774 -0.63858 -3.58080 0.2203
H 1.40621 -3.31974 -2.47763 0.2171
H 0.48145 -4.19731 1.58191 0.4123
H -0.83155 -3.63911 3.63444 0.2251
H -0.15475 -1.99286 3.48147 0.2760
H 3.01928 -4.13528 5.22406 0.2320
```